167
Properties=species:S:1:pos:R:3 method="wB97M-V/def2-TZVPD" orbital_gap_ev=9.63 total_energy_ha=-5734.7426
C 18.5030 13.5160 15.8704
O 17.3498 13.5681 15.0137
P 16.2223 12.4903 14.9903
O 16.6234 11.0486 14.9357
O 15.4277 12.8846 16.2991
C 14.4857 11.9028 16.6390
O 15.2737 12.9120 13.8593
C 15.2273 12.2957 12.5937
H 19.2686 14.1740 15.4882
H 18.8444 12.5003 15.9314
H 18.1052 13.8319 16.8430
H 14.3243 11.0835 15.8596
H 13.4621 12.2597 16.8209
H 14.8520 11.4682 17.5506
H 14.6883 12.9566 11.9162
H 14.6193 11.4256 12.7871
H 16.1863 11.9881 12.2324
C 19.4887 11.3793 12.5448
O 19.7474 11.2154 11.1678
P 18.6588 10.5039 10.3189
O 17.3010 10.9362 10.5967
O 19.1252 10.7897 8.8482
C 18.9241 12.0569 8.2637
O 18.8602 8.9533 10.3769
C 17.8075 8.0196 9.9186
H 19.4480 10.4897 13.1679
H 18.5710 11.9265 12.6799
H 20.1561 12.0964 12.9756
H 18.8484 11.9172 7.1551
H 19.6433 12.8857 8.5504
H 17.9708 12.5690 8.5010
H 18.1451 7.0742 10.3340
H 17.7475 8.1236 8.8304
H 16.8902 8.2658 10.4660
C 12.6780 9.1520 15.0282
O 11.9951 10.3872 14.6336
P 10.4577 10.5158 14.7442
O 9.7963 9.1968 14.9717
O 10.2451 11.5742 15.9437
C 9.1027 11.7008 16.7760
O 9.9780 11.4312 13.5782
C 10.5974 12.8057 13.2786
H 12.0953 8.3539 14.5868
H 12.5856 9.1532 16.1004
H 13.6323 9.2304 14.5929
H 8.3757 12.3874 16.3451
H 9.3863 12.1309 17.7804
H 8.5662 10.7170 16.9163
H 11.3867 12.7901 12.5762
H 11.0048 13.1978 14.1778
H 9.8436 13.4432 12.9064
C 22.1993 13.7577 17.3038
O 21.6777 14.0835 16.0172
P 22.7039 14.0528 14.7836
O 24.1142 14.2708 15.1677
O 22.4775 12.7089 13.9601
C 23.3376 12.3097 12.8416
O 22.0927 15.0800 13.7621
C 21.3338 16.3774 13.9886
H 21.3572 13.1469 17.7327
H 22.4297 14.6475 17.8830
H 23.1485 13.1723 17.2862
H 23.1938 13.0178 12.0455
H 23.0713 11.2450 12.5450
H 24.3670 12.3397 13.1398
H 21.0727 16.5927 12.9411
H 22.1028 17.0592 14.3316
H 20.4617 16.2668 14.6699
C 12.4330 9.0249 10.9096
O 11.9808 9.7450 9.7539
P 12.4679 11.2410 9.4729
O 12.3616 12.1960 10.5596
O 14.0080 11.0931 9.0855
C 14.7120 10.3246 8.1412
O 11.6383 11.5259 8.0782
C 10.8807 12.7493 7.9114
H 11.9770 9.4567 11.7915
H 13.5114 9.0457 11.0343
H 12.1359 7.9703 10.8307
H 14.5321 10.7117 7.1891
H 14.3959 9.2740 8.2030
H 15.7725 10.5556 8.3482
H 10.7970 13.2964 8.8268
H 9.9002 12.4846 7.5269
H 11.3936 13.3191 7.1521
C 21.3560 10.4315 15.4999
O 20.8946 9.3193 16.2763
P 19.2823 9.0594 16.4563
O 18.9937 7.9314 17.3425
O 18.7123 10.4899 16.8241
C 17.9906 10.5427 18.0772
O 18.9040 8.9171 14.9142
C 17.7279 8.2545 14.4296
H 22.2262 10.8524 16.0199
H 20.6805 11.2793 15.4180
H 21.5740 10.1020 14.5385
H 17.1040 9.9123 18.0875
H 17.6347 11.5765 18.2174
H 18.7142 10.2215 18.8644
H 18.0388 7.9454 13.3590
H 16.9247 9.0066 14.5218
H 17.4704 7.3887 15.0571
C 14.0062 14.8981 20.5239
C 13.6252 14.7251 19.0347
C 12.1310 14.4113 19.1740
O 11.9233 13.7450 20.3866
C 13.0778 13.8265 21.1935
H 13.9475 15.8865 20.8929
H 15.0072 14.5165 20.7251
H 14.2121 13.8271 18.7126
H 13.8636 15.5286 18.3817
H 11.7717 13.8381 18.3024
H 11.6346 15.4206 19.2558
H 13.5897 12.8707 21.1957
H 12.7652 14.1168 22.1662
C 11.9360 17.3250 14.9535
C 13.3231 16.8663 14.4418
C 13.6963 15.9206 15.5073
O 12.5357 15.2366 15.9373
C 11.4133 16.0790 15.6641
H 11.3157 17.6281 14.2012
H 12.0978 18.1859 15.6107
H 14.0581 17.6924 14.3618
H 13.1363 16.4180 13.4867
H 14.0932 16.5318 16.3072
H 14.4148 15.1620 15.2033
H 10.8399 16.3267 16.5311
H 10.7874 15.4265 15.0093
C 15.7586 9.0592 21.2017
C 16.9682 8.1450 21.0059
C 16.6373 7.3721 19.7551
O 15.5910 8.0763 19.0997
C 14.7707 8.4881 20.1888
H 16.1150 10.0422 20.8926
H 15.3571 9.1258 22.2390
H 17.1750 7.4584 21.7952
H 17.8952 8.7221 20.9301
H 16.2887 6.3609 19.9639
H 17.4365 7.3836 19.0609
H 14.2459 7.6197 20.6966
H 14.0085 9.1594 19.7774
C 17.2561 15.2874 10.6779
C 17.7138 15.1056 12.1164
C 16.8621 16.2371 12.8415
O 16.6762 17.2408 11.8415
C 17.0290 16.7942 10.5315
H 16.3581 14.6728 10.5914
H 17.9703 14.9523 9.9207
H 18.7413 15.3606 12.2128
H 17.5628 14.1479 12.5424
H 17.3422 16.6688 13.7414
H 15.8866 15.7582 13.0639
H 17.8845 17.4296 10.1838
H 16.3065 17.0750 9.8151
C 12.3517 15.9443 9.7299
C 12.2684 17.4461 9.3753
C 11.4579 18.0646 10.5057
O 11.5101 17.1869 11.5559
C 11.4127 15.8828 10.9941
H 13.3518 15.6289 10.0595
H 12.0324 15.2529 8.8854
H 11.7211 17.5819 8.3722
H 13.1973 17.9797 9.2240
H 10.4223 18.3046 10.1803
H 11.9061 18.9741 10.9912
H 10.3678 15.6919 10.6458
H 11.6522 15.1755 11.7848